The following is a quantum chemistry calculation of C19H20BrIrNO6Se2 as an isolated structure, from the OMol25 dataset.

```
50
Properties=species:S:1:pos:R:3:forces:R:3:nbo_charge:R:1
H -1.05497 -2.70694 3.48608 0.00 0.00 0.00 0.236
H 2.31697 3.05159 -0.94547 -0.02 0.00 0.01 0.491
C -0.61236 -0.64144 3.31165 0.00 0.03 -0.07 0.595
H -0.27780 3.99680 3.48719 0.00 0.00 0.00 0.218
H 2.79209 0.98609 -4.63182 0.00 0.00 0.00 0.159
H 0.76476 1.67815 -3.72840 0.01 0.00 0.00 0.207
C -2.80765 -1.80532 -1.61981 -0.01 0.06 -0.12 -0.169
C 2.37092 0.93718 -2.51816 0.00 -0.01 0.02 -0.146
C 0.88447 1.26589 -2.72382 -0.02 0.00 -0.03 -0.555
H -1.52073 -1.76553 4.92612 0.01 0.00 0.00 0.221
O 3.24470 2.83388 -1.15473 0.05 -0.01 0.00 -0.749
C -4.19633 -1.84472 -1.63597 0.01 0.00 0.00 0.064
H 0.40429 1.78648 7.11213 0.00 0.00 0.00 0.201
H 0.24210 3.96323 5.90012 0.00 0.00 0.00 0.201
C 2.85379 0.25845 -3.81204 0.00 0.00 0.00 -0.045
O -0.74575 -0.75999 2.09983 -0.06 -0.04 0.09 -0.594
O -0.80958 -0.84067 -0.84063 0.13 0.12 -0.01 -0.766
C -0.04727 0.64914 5.35903 0.00 -0.01 -0.04 -0.089
H -4.74516 -1.09428 -1.08119 0.00 0.00 0.00 0.219
C -4.22859 -3.67786 -2.98663 0.00 0.00 -0.01 0.001
C 0.08008 3.03204 5.36873 0.02 -0.02 0.02 -0.173
H 3.72325 -0.29546 -1.38790 0.00 0.01 0.01 0.207
Se 2.21333 0.33479 0.47950 0.07 -0.02 0.00 0.035
H -4.80870 -4.41746 -3.52665 0.00 0.00 0.00 0.193
Br -1.97620 -5.05782 -4.04149 0.00 0.00 0.00 0.030
H 3.90459 -0.03590 -3.69310 0.00 0.01 0.00 0.155
H 2.89761 2.90408 -3.19486 0.00 0.00 0.00 0.157
C -0.41357 1.87339 3.27987 0.04 -0.06 0.06 0.427
C 2.65377 -0.07158 -1.39223 -0.02 -0.02 -0.02 -0.577
C -0.33696 0.63507 3.98117 -0.01 0.00 0.00 -0.325
O -0.70069 1.99454 2.02663 -0.11 0.07 -0.11 -0.747
O 2.05388 -0.88220 -4.10165 -0.01 0.01 0.02 -0.726
C -2.10927 -2.76523 -2.33609 0.00 0.00 -0.02 -0.160
C -2.84458 -3.70807 -3.02745 0.00 0.00 0.02 -0.136
Ir -0.10204 0.89989 0.34262 0.00 0.00 0.06 1.185
H 0.01348 -0.29215 5.88922 0.00 -0.01 0.00 0.191
C -0.76538 -1.89739 4.15048 0.01 0.03 0.00 -0.710
H 0.29351 0.35424 -2.67407 0.01 0.02 0.00 0.241
H 0.17638 -2.15378 4.63878 0.01 0.00 0.00 0.222
Se 0.02940 2.60673 -1.54524 -0.01 0.04 -0.04 -0.328
C -2.08193 -0.73128 -0.84607 -0.14 -0.18 0.35 0.759
O -2.72566 0.12655 -0.24220 0.06 0.00 -0.13 -0.669
H -1.02793 -2.75089 -2.34133 0.00 0.00 0.00 0.256
H 4.27530 1.94742 -2.62742 0.00 0.01 0.00 0.164
C -0.20690 3.06348 4.03071 0.02 -0.03 -0.03 -0.288
H 2.33652 -1.24870 -4.94275 0.00 0.00 -0.01 0.466
N -4.90109 -2.75896 -2.30037 -0.01 -0.01 0.00 -0.417
C 0.17150 1.81182 6.05592 -0.01 0.03 -0.01 -0.322
C 3.23282 2.20679 -2.41185 0.01 0.01 0.00 -0.053
H 2.11755 -0.99412 -1.61437 0.01 0.00 -0.01 0.243
```
Positions in Å, forces in eV/Å.

For the HOMO energy (alpha / beta), the calculation gives -3.683 / -4.438 eV. The calculation puts the total energy at -237377.38427 eV. The value obtained for the frontier orbital gap (alpha / beta) is 6.024 / 6.122 eV. The multiplicity is 5. The energy relative to the best compared isomer or geometry (same formula, charge and spin) is 2.9 kcal per mole. As for the LUMO energy (alpha / beta): 2.34 / 1.68 eV. The net charge is -1.